The following is a quantum chemistry calculation of a molecular structure, C49H50Cl5Ge3N6O2PV, from the OMol25 dataset.

```
117
Properties=species:S:1:pos:R:3:mulliken_charge:R:1
V 0.80 0.43 0.18 -1.41
Cl 4.15 0.08 -1.57 -0.20
C 3.80 1.37 -0.49 1.98
C 2.57 1.39 0.19 -1.30
C 2.29 2.62 0.78 0.05
Cl 0.65 2.84 1.30 0.04
C 3.15 3.70 0.85 -0.25
Cl 2.67 5.16 1.62 -0.22
C 4.41 3.58 0.27 0.58
Cl 5.55 4.87 0.40 -0.22
C 4.71 2.43 -0.44 -0.23
Cl 6.20 2.33 -1.29 -0.20
O -1.33 -1.59 0.07 -0.40
N -0.76 -0.52 -0.27 0.95
C -0.74 -2.48 4.52 -0.81
N -0.24 -1.28 3.88 0.58
C 0.12 -0.09 4.47 -1.57
C 0.57 0.71 3.46 -0.84
N 0.50 0.03 2.26 1.47
C 0.01 -1.17 2.57 -1.11
H -1.18 -2.22 5.48 0.38
H 0.07 -3.19 4.67 0.26
H -1.48 -2.94 3.88 0.25
H 0.02 0.09 5.52 0.53
H 0.95 1.71 3.55 0.66
H -0.19 -1.96 1.87 0.29
C 2.31 2.73 -3.40 -1.34
P 0.91 1.56 -3.11 1.25
C 1.40 0.41 -4.49 -1.82
C -0.75 1.89 -3.83 -1.10
O 1.00 0.61 -1.93 0.94
H 1.99 3.53 -4.07 0.40
H 3.14 2.18 -3.85 0.40
H 2.62 3.17 -2.46 0.25
H 1.47 0.93 -5.45 0.51
H 0.68 -0.40 -4.58 0.33
H 2.37 -0.03 -4.25 0.36
H -0.64 2.59 -4.67 0.44
H -1.46 2.31 -3.12 0.01
H -1.14 0.95 -4.20 0.42
C 4.75 -3.81 1.79 -1.54
Ge 4.04 -1.95 1.51 2.11
C 3.55 -1.29 3.33 -1.23
C 5.73 -0.95 1.22 -1.50
Ge 1.99 -1.76 0.06 0.50
C 2.55 -2.64 -1.66 0.32
C 1.70 -2.60 -2.77 -0.17
C 2.01 -3.29 -3.94 -1.03
C 3.18 -4.04 -4.01 -0.66
C 4.04 -4.08 -2.91 -0.71
C 3.72 -3.38 -1.76 -0.46
C 1.08 -3.47 0.70 0.00
C 1.36 -4.07 1.93 0.00
C 0.79 -5.28 2.30 -1.21
C -0.09 -5.93 1.44 -0.64
C -0.38 -5.35 0.21 -1.04
C 0.20 -4.14 -0.15 -0.02
H 5.05 -3.93 2.83 0.53
H 5.63 -3.96 1.16 0.44
H 4.02 -4.57 1.54 0.39
H 4.44 -1.19 3.95 0.58
H 2.84 -1.95 3.85 0.38
H 3.08 -0.31 3.24 0.16
H 6.43 -1.24 2.01 0.53
H 5.57 0.13 1.29 0.34
H 6.19 -1.16 0.26 0.38
H 0.80 -2.00 -2.72 0.51
H 1.34 -3.25 -4.79 0.42
H 3.43 -4.57 -4.91 0.35
H 4.95 -4.66 -2.97 0.40
H 4.40 -3.40 -0.92 -0.01
H 2.03 -3.57 2.62 0.54
H 1.04 -5.73 3.26 0.46
H -0.53 -6.87 1.72 0.39
H -1.06 -5.85 -0.47 0.44
H -0.06 -3.70 -1.10 0.35
C -1.34 0.64 -0.29 0.25
Ge -3.18 1.03 0.24 1.56
C -3.99 1.43 -1.52 -0.12
C -4.08 0.41 -2.46 -0.35
C -4.51 0.66 -3.75 -0.60
C -4.86 1.95 -4.12 -0.49
C -4.79 2.98 -3.19 -0.63
C -4.36 2.72 -1.90 -0.42
C -4.35 -0.26 1.16 -0.37
C -3.90 -1.39 1.84 0.21
C -4.81 -2.21 2.49 -0.70
C -6.17 -1.93 2.45 -0.57
C -6.62 -0.81 1.76 -0.69
C -5.71 0.02 1.12 -0.46
C -3.17 2.73 1.24 0.21
C -2.39 3.78 0.75 -0.73
C -2.37 5.01 1.39 -0.51
C -3.15 5.21 2.51 -0.65
C -3.95 4.18 3.00 -0.63
C -3.95 2.94 2.37 -0.46
H -0.90 1.44 -0.89 -0.32
H -3.78 -0.60 -2.19 0.34
H -4.57 -0.15 -4.48 0.42
H -5.19 2.16 -5.14 0.38
H -5.07 3.99 -3.47 0.42
H -4.30 3.53 -1.18 0.38
H -2.85 -1.63 1.83 0.26
H -4.46 -3.09 3.01 0.42
H -6.88 -2.57 2.95 0.37
H -7.68 -0.59 1.71 0.39
H -6.06 0.89 0.58 0.42
H -1.79 3.63 -0.15 0.38
H -1.75 5.81 1.00 0.47
H -3.15 6.17 3.01 0.39
H -4.57 4.34 3.87 0.38
H -4.56 2.14 2.76 0.39
N 0.29 3.16 -1.74 -0.51
C 0.08 4.32 -1.73 0.52
N -0.09 5.55 -1.55 -0.79
C -0.76 6.50 -2.14 0.50
N -1.34 7.40 -2.60 -0.69
```

Computed properties:
Spin multiplicity = 3
Charge = -1
Energy above the lowest of the compared OMol25 structures with the same formula, charge and spin = 189.9 kJ/mol
Highest occupied orbital energy (alpha / beta) = -5.465 / -5.356 eV
Strongest force on any atom = 2.57 eV/Å
Gap between HOMO and LUMO (alpha / beta) = 7.5725 / 7.4648 eV

---

The following is a quantum chemistry calculation of a molecular structure, C49H51BiFN5O2S, from the OMol25 dataset.

```
110
Properties=species:S:1:pos:R:3:mulliken_charge:R:1
Bi -0.12 -0.76 0.24 1.58
C 2.39 1.53 0.84 -1.35
O 1.00 1.54 0.52 0.87
C 0.20 2.37 1.29 -0.35
C 0.64 3.58 1.79 -0.37
C -0.21 4.40 2.52 -0.87
C -1.51 3.99 2.74 -0.85
C -1.96 2.78 2.26 -0.70
C -1.11 1.94 1.52 0.41
N -1.54 0.71 1.02 0.78
N -2.88 0.56 0.97 -0.11
C -3.52 -0.57 0.66 -0.53
C -2.99 -1.86 0.41 0.72
O -1.69 -2.18 0.50 -0.45
C -3.84 -2.92 0.05 -0.65
C -5.20 -2.76 -0.06 -1.27
C -5.79 -1.50 0.19 0.89
C -7.19 -1.30 0.05 -0.92
C -7.75 -0.07 0.26 -0.61
C -6.94 1.00 0.67 -0.84
C -5.59 0.83 0.83 -0.16
C -4.97 -0.41 0.56 0.67
H 2.53 1.49 1.92 0.50
H 2.90 2.41 0.44 0.46
H 2.81 0.64 0.37 0.08
H 1.66 3.89 1.60 0.40
H 0.16 5.34 2.90 0.43
H -2.19 4.63 3.31 0.43
H -2.96 2.44 2.44 0.44
H -3.38 -3.88 -0.13 0.56
H -5.82 -3.60 -0.33 0.37
H -7.80 -2.15 -0.22 0.41
H -8.82 0.07 0.14 0.39
H -7.39 1.97 0.87 0.47
H -4.98 1.65 1.18 0.18
C 5.03 -1.64 3.19 -1.58
C 3.95 -0.56 3.06 1.45
C 4.52 0.79 3.49 -1.78
C 2.72 -0.95 3.87 1.37
C 2.79 -0.85 5.26 -0.68
C 1.73 -1.23 6.06 -1.45
C 0.59 -1.74 5.46 -0.73
C 0.48 -1.87 4.08 0.63
C -0.73 -2.56 3.52 1.15
C -2.02 -1.78 3.80 -1.56
C -0.86 -3.99 4.08 -1.71
C 1.54 -1.43 3.26 -1.13
N 1.49 -1.45 1.84 0.56
C 2.20 -2.46 1.20 0.95
C 2.44 -3.71 1.80 -0.72
C 3.07 -4.74 1.12 -0.92
C 3.50 -4.57 -0.19 -0.66
C 3.33 -3.33 -0.79 -0.98
C 2.70 -2.32 -0.10 -0.02
F 2.60 -1.10 -0.73 -0.15
H 5.91 -1.36 2.60 0.43
H 4.67 -2.60 2.84 0.26
H 5.34 -1.74 4.23 0.36
H 3.65 -0.50 2.01 -0.73
H 5.03 0.71 4.45 0.45
H 3.73 1.54 3.60 0.43
H 5.24 1.15 2.76 0.37
H 3.70 -0.49 5.72 0.33
H 1.80 -1.15 7.13 0.38
H -0.23 -2.08 6.09 0.38
H -0.62 -2.65 2.44 0.12
H -2.21 -1.72 4.87 0.43
H -2.87 -2.27 3.32 0.49
H -1.95 -0.76 3.40 0.07
H -1.05 -3.97 5.15 0.33
H 0.05 -4.56 3.90 0.30
H -1.69 -4.50 3.59 0.47
H 2.10 -3.86 2.81 0.60
H 3.21 -5.70 1.61 0.44
H 3.97 -5.37 -0.74 0.40
H 3.69 -3.13 -1.79 0.48
S -1.00 -0.54 -2.59 -0.51
C 0.25 0.22 -3.49 0.48
C 0.45 0.05 -4.84 -0.49
C 1.42 0.73 -5.57 -0.77
C 2.31 1.53 -4.85 -0.83
C 2.17 1.76 -3.52 -0.37
N 0.96 1.34 -2.80 1.57
H -0.16 -0.72 -5.31 0.43
H 1.53 0.57 -6.63 0.39
H 3.18 1.94 -5.34 0.41
H 2.92 2.25 -2.92 0.67
C -4.15 4.00 -3.94 -0.82
N -4.43 3.14 -2.76 0.06
C -4.38 1.71 -3.12 -0.42
C -3.51 3.48 -1.60 -0.63
C -2.04 3.55 -1.92 0.58
C -1.41 4.79 -1.81 -0.72
C -0.05 4.90 -2.02 -1.28
C 0.69 3.79 -2.37 -0.41
C 0.04 2.57 -2.48 0.05
C -1.30 2.41 -2.26 0.39
H -4.85 3.76 -4.74 0.34
H -3.14 3.81 -4.27 0.32
H -4.26 5.04 -3.67 0.35
H -5.38 3.34 -2.43 0.34
H -3.34 1.44 -3.32 0.14
H -5.00 1.51 -3.99 0.36
H -4.72 1.11 -2.27 0.13
H -3.67 2.74 -0.83 -0.51
H -3.84 4.45 -1.22 0.56
H -1.98 5.68 -1.55 0.38
H 0.44 5.86 -1.91 0.38
H 1.75 3.87 -2.55 0.42
H 1.24 1.01 -1.88 -0.82
```

Computed properties:
Spin multiplicity = 1
Energy above the lowest of the compared OMol25 structures with the same formula, charge and spin = 455.6 kJ/mol
Highest occupied orbital energy (alpha / beta) = -5.994 / -5.869 eV
Strongest force on any atom = 1.52 eV/Å
Gap between HOMO and LUMO (alpha / beta) = 5.6392 / 5.6340 eV

---

The following is a quantum chemistry calculation of a molecular structure, C49H53As2FeN4O2PS2, from the OMol25 dataset.

```
114
Properties=species:S:1:pos:R:3:mulliken_charge:R:1
Fe -0.04 0.51 -0.09 3.75
C -4.52 0.65 -0.59 -1.54
C -3.64 0.18 0.51 0.30
N -3.08 -0.99 0.38 0.20
N -2.89 -1.73 1.45 -0.67
C -1.75 -2.40 1.61 0.12
S -0.25 -1.90 1.10 -0.06
S -2.01 -3.84 2.59 -0.17
C -0.61 -3.79 3.74 0.06
C -0.93 -3.03 5.00 0.37
C -0.98 -3.68 6.22 -0.72
C -1.29 -2.99 7.38 -0.59
C -1.57 -1.64 7.33 -0.57
C -1.53 -0.98 6.11 -0.81
C -1.22 -1.67 4.95 0.97
C -3.46 0.99 1.71 0.67
C -4.57 1.64 2.27 -0.85
C -4.45 2.37 3.43 -1.09
C -3.19 2.49 4.04 -0.39
C -2.08 1.92 3.47 -0.68
C -2.16 1.19 2.26 -0.45
O -1.08 0.80 1.66 -0.13
H -4.36 0.07 -1.49 0.12
H -5.56 0.50 -0.29 0.56
H -4.39 1.71 -0.80 0.35
H -0.34 -4.82 3.96 0.55
H 0.23 -3.34 3.20 -0.56
H -0.78 -4.75 6.27 0.38
H -1.33 -3.52 8.33 0.38
H -1.81 -1.10 8.23 0.42
H -1.77 0.08 6.06 0.43
H -1.23 -1.14 4.00 -0.01
H -5.54 1.52 1.81 0.45
H -5.32 2.81 3.89 0.44
H -3.10 3.05 4.96 0.51
H -1.10 2.05 3.91 0.46
C 1.00 1.28 -3.40 -0.61
C 0.10 0.15 -3.90 -1.59
As -0.74 -0.95 -2.48 0.80
C -2.30 -1.58 -3.47 0.89
C -3.30 -0.66 -3.78 -0.49
C -4.42 -1.04 -4.50 -0.78
C -4.56 -2.35 -4.92 -0.59
C -3.57 -3.27 -4.62 -0.75
C -2.44 -2.89 -3.91 -0.66
C 0.39 -2.53 -2.44 0.62
C 1.60 -2.63 -3.12 -0.52
C 2.37 -3.78 -3.01 -0.70
C 1.95 -4.83 -2.22 -0.84
C 0.75 -4.74 -1.54 -1.01
C -0.02 -3.60 -1.65 -0.75
As 2.20 0.68 -1.97 1.51
C 3.85 0.27 -2.89 0.48
C 4.38 1.12 -3.86 -0.76
C 5.56 0.78 -4.51 -0.75
C 6.21 -0.41 -4.20 -0.59
C 5.69 -1.25 -3.23 -0.87
C 4.51 -0.91 -2.57 -0.49
C 2.62 2.37 -1.07 0.34
C 1.67 2.89 -0.21 0.91
C 1.92 4.00 0.57 -0.96
C 3.17 4.61 0.52 -0.87
C 4.15 4.08 -0.30 -0.82
C 3.88 2.96 -1.09 -0.73
H 0.41 2.08 -2.95 0.19
H 1.56 1.72 -4.23 0.93
H 0.64 -0.53 -4.58 0.78
H -0.73 0.57 -4.49 0.74
H -3.23 0.37 -3.45 0.26
H -5.18 -0.31 -4.73 0.44
H -5.43 -2.66 -5.48 0.38
H -3.66 -4.30 -4.96 0.42
H -1.68 -3.62 -3.71 0.37
H 1.95 -1.83 -3.76 0.17
H 3.31 -3.84 -3.56 0.47
H 2.56 -5.72 -2.15 0.43
H 0.41 -5.56 -0.92 0.50
H -0.96 -3.54 -1.10 0.90
H 3.88 2.05 -4.11 0.35
H 5.96 1.43 -5.27 0.43
H 7.12 -0.67 -4.71 0.40
H 6.20 -2.17 -2.97 0.44
H 4.10 -1.58 -1.82 0.48
H 0.68 2.45 -0.11 -0.22
H 1.15 4.38 1.24 0.51
H 3.38 5.48 1.13 0.39
H 5.13 4.53 -0.34 0.43
H 4.67 2.56 -1.72 0.41
C 3.36 -1.74 1.73 -0.66
P 2.69 -0.12 2.11 0.85
C 4.07 1.03 2.12 -1.15
C 2.03 -0.18 3.77 -0.81
O 1.67 0.32 1.10 -1.14
H 4.19 -1.98 2.39 0.49
H 3.70 -1.75 0.70 -0.05
H 2.58 -2.50 1.84 0.14
H 4.78 0.79 2.91 0.51
H 3.69 2.04 2.27 0.23
H 4.58 1.00 1.16 0.31
H 2.76 -0.60 4.47 0.53
H 1.13 -0.80 3.78 -0.09
H 1.76 0.83 4.09 0.32
C -2.78 5.39 -0.13 -0.83
N -2.39 4.12 -0.71 0.28
C -2.60 3.68 -1.99 -1.41
C -2.03 2.45 -2.07 -0.60
N -1.47 2.12 -0.86 0.87
C -1.69 3.16 -0.08 -1.49
H -3.56 5.83 -0.75 0.33
H -1.92 6.07 -0.09 0.31
H -3.17 5.23 0.87 0.33
H -3.13 4.28 -2.71 0.50
H -1.99 1.79 -2.92 0.34
H -1.42 3.22 0.96 0.68
```

Computed properties:
Spin multiplicity = 6
Charge = +1
Energy above the lowest of the compared OMol25 structures with the same formula, charge and spin = 0.0 kJ/mol
Highest occupied orbital energy (alpha / beta) = -9.531 / -9.598 eV
Strongest force on any atom = 1.63 eV/Å
Gap between HOMO and LUMO (alpha / beta) = 7.7759 / 5.6437 eV

---

The following is a quantum chemistry calculation of a molecular structure, C49H53B2Cl3N13O3RuSSe, from the OMol25 dataset.

```
126
Properties=species:S:1:pos:R:3:mulliken_charge:R:1
Ru 0.25 -0.66 1.28 0.96
C -2.40 -1.17 4.70 -1.28
C -1.05 -1.83 4.96 0.57
C -0.95 -3.21 4.32 -1.28
C 0.10 -0.91 4.65 -0.06
C 0.87 -0.35 5.68 -1.66
C 1.79 0.45 5.06 -0.31
N 1.59 0.37 3.74 -0.13
N 0.56 -0.47 3.46 1.07
B 2.44 1.08 2.69 -0.73
N 1.55 1.98 1.82 0.38
C 1.72 3.30 1.66 -0.96
C 0.68 3.78 0.90 -0.97
C -0.11 2.66 0.61 -0.52
N 0.43 1.57 1.18 0.79
C -1.43 2.70 -0.11 2.99
C -1.99 4.12 -0.14 -2.32
C -1.40 2.12 -1.53 -0.32
N 3.16 0.03 1.85 0.38
C 4.47 -0.28 1.82 -1.00
C 4.63 -1.34 0.96 -0.88
C 3.34 -1.63 0.48 -0.61
N 2.47 -0.79 1.04 1.00
C 2.99 -2.71 -0.50 1.89
C 3.74 -2.49 -1.81 -1.34
C 3.33 -4.10 0.07 -1.94
H -3.20 -1.75 5.18 0.47
H -2.60 -1.12 3.64 -0.13
H -2.43 -0.16 5.11 0.47
H -0.96 -1.97 6.04 0.49
H -1.27 -3.17 3.28 -0.36
H -1.58 -3.92 4.86 0.61
H 0.07 -3.59 4.35 0.53
H 0.74 -0.52 6.73 0.49
H 2.58 1.07 5.45 0.48
H 3.25 1.77 3.24 -0.17
H 2.56 3.80 2.13 0.54
H 0.50 4.80 0.63 0.63
H -2.12 2.10 0.48 -1.31
H -1.39 4.77 -0.78 0.42
H -2.04 4.56 0.86 0.49
H -3.01 4.10 -0.55 0.38
H -0.56 2.52 -2.10 -0.28
H -2.33 2.39 -2.05 0.64
H -1.34 1.04 -1.51 -0.31
H 5.17 0.27 2.42 0.54
H 5.55 -1.84 0.70 0.61
H 1.91 -2.66 -0.67 -0.31
H 4.82 -2.59 -1.65 0.38
H 3.57 -1.49 -2.21 -0.10
H 3.44 -3.22 -2.56 0.50
H 4.42 -4.20 0.17 0.38
H 2.98 -4.88 -0.60 0.44
H 2.89 -4.25 1.05 0.42
Cl -0.44 6.30 -4.36 -0.23
C 0.42 4.80 -4.23 0.20
C 1.17 4.54 -3.09 -1.17
C 1.85 3.34 -3.01 0.45
C 1.83 2.40 -4.04 0.25
C 2.72 1.18 -3.92 2.23
C 2.04 -0.18 -3.99 -2.23
N 1.09 -0.43 -2.92 0.90
C -0.07 -1.15 -3.07 -1.23
C -0.59 -1.30 -1.83 -1.00
N 0.25 -0.71 -0.90 2.28
C 1.24 -0.20 -1.60 -1.76
O 3.69 1.19 -4.97 -0.51
C 5.03 1.35 -4.49 -0.87
C 5.22 2.69 -3.85 0.16
C 5.33 2.93 -2.51 0.72
Cl 5.33 1.76 -1.25 -0.08
S 5.41 4.60 -2.13 -0.20
C 5.29 5.02 -3.79 -0.52
C 5.19 3.92 -4.58 -0.66
C 1.06 2.71 -5.16 0.67
Cl 0.98 1.64 -6.53 -0.23
C 0.35 3.89 -5.26 -0.82
H 1.22 5.26 -2.29 0.47
H 2.44 3.13 -2.12 0.30
H 3.23 1.26 -2.96 -1.02
H 2.82 -0.94 -3.95 -0.02
H 1.52 -0.29 -4.94 0.59
H -0.41 -1.47 -4.04 0.56
H -1.49 -1.80 -1.54 0.25
H 2.07 0.35 -1.17 0.62
H 5.66 1.25 -5.37 0.49
H 5.28 0.55 -3.79 0.27
H 5.29 6.05 -4.09 0.47
H 5.09 3.96 -5.66 0.44
H -0.24 4.10 -6.14 0.49
O -3.10 0.86 1.92 -0.81
B -3.28 -0.14 0.97 1.47
O -4.30 0.22 0.08 -0.71
C -4.76 1.44 0.51 0.89
C -5.74 2.23 -0.03 -1.15
C -6.00 3.44 0.62 -0.57
C -5.28 3.82 1.75 -0.73
C -4.28 3.01 2.28 -1.06
C -4.04 1.83 1.63 0.50
H -6.29 1.92 -0.91 0.52
H -6.77 4.09 0.23 0.40
H -5.51 4.76 2.23 0.42
H -3.71 3.30 3.16 0.57
C -4.42 -3.78 3.33 -0.91
N -4.66 -3.97 1.91 0.47
C -5.17 -5.12 1.33 -0.49
C -5.18 -4.91 0.00 -0.48
N -4.68 -3.63 -0.20 0.46
C -4.46 -3.03 -1.50 -0.78
C -4.38 -3.05 0.97 -1.09
Se -2.30 -1.81 0.96 0.19
H -5.15 -4.36 3.89 0.39
H -4.53 -2.73 3.57 0.22
H -3.41 -4.10 3.58 0.33
H -5.46 -5.97 1.91 0.44
H -5.48 -5.54 -0.81 0.45
H -5.20 -3.40 -2.20 0.39
H -3.46 -3.28 -1.86 0.27
H -4.55 -1.95 -1.41 0.15
N 0.43 -2.71 1.38 0.00
C 0.19 -3.83 1.50 0.58
C -0.21 -5.16 1.59 0.05
C -1.29 -5.58 0.78 -0.03
N -2.20 -5.89 0.14 -0.57
C 0.42 -6.03 2.51 0.00
N 0.93 -6.74 3.26 -0.65
```

Computed properties:
Spin multiplicity = 2
Energy above the lowest of the compared OMol25 structures with the same formula, charge and spin = 0.0 kJ/mol
Highest occupied orbital energy (alpha / beta) = -7.137 / -7.204 eV
Strongest force on any atom = 1.60 eV/Å
Gap between HOMO and LUMO (alpha / beta) = 7.4653 / 6.1924 eV